81
Properties=species:S:1:pos:R:3 method="wB97M-V/def2-TZVPD" homo_energy_ha=-0.4730 lumo_energy_ha=-0.1505 homo_lumo_gap_ha=0.3226 total_charge=+1
C 4.3647 2.6408 1.3733
C 3.3130 1.6763 1.9070
O 2.3936 1.2229 0.8446
B 1.6595 0.2307 1.4013
O 1.9374 -1.1193 1.3025
S 0.1390 0.6568 2.4745
C -1.3737 0.7721 1.4615
B -2.3328 2.0053 1.8656
O -2.3779 2.6120 3.0746
O -3.2219 2.4387 0.8912
H 5.3456 2.2545 1.6504
H 4.2784 3.6139 1.8486
H 4.3260 2.7378 0.2928
H 2.7310 2.1527 2.7051
H 3.7735 0.7771 2.3200
H 2.4454 -1.3475 2.1021
H 0.3790 1.9362 2.8557
H -1.9210 -0.1581 1.6282
H -1.1197 0.8011 0.4058
H -1.8001 2.2160 3.7442
H -2.7831 3.1093 0.3470
C 1.0211 -1.8890 -1.7285
C -0.0761 -0.9470 -2.1365
O 0.2519 -0.6450 -3.4731
C 0.9246 -1.7311 -3.9728
O 1.1202 -1.9300 -5.1203
O 1.3214 -2.5422 -2.9604
F -0.0462 0.2000 -1.3821
H 1.9023 -1.3569 -1.3654
H 0.7015 -2.6101 -0.9794
H -1.0813 -1.3690 -2.0972
C -5.6861 4.6447 0.2198
C -6.9534 5.2343 -0.3507
O -6.8208 6.6078 -0.0285
C -5.4889 6.8891 0.0530
O -5.0223 7.9745 0.0696
O -4.7680 5.7354 0.1057
F -8.0611 4.7360 0.2480
H -5.8063 4.3770 1.2705
H -5.3273 3.7793 -0.3313
H -7.0565 5.1277 -1.4320
C 0.4203 2.1889 -4.9177
C -0.8570 2.7993 -5.4391
O -0.7255 4.1563 -5.0563
C 0.6095 4.4381 -4.9859
O 1.0687 5.5249 -4.9170
O 1.3328 3.2880 -4.9972
F -1.9548 2.2714 -4.8373
H 0.3165 1.8782 -3.8786
H 0.7713 1.3474 -5.5102
H -0.9815 2.7390 -6.5211
C 1.5234 -7.1125 -4.1131
C 0.8564 -6.3027 -5.2000
O -0.3083 -5.8198 -4.5446
C -0.0312 -5.7456 -3.2196
O -0.6848 -5.1512 -2.4253
O 1.1026 -6.4225 -2.9271
F 0.4913 -7.0657 -6.2536
H 1.1480 -8.1362 -4.0917
H 2.6073 -7.1255 -4.1882
H 1.4409 -5.4539 -5.5592
C -2.6333 -2.5028 5.4623
C -3.9188 -1.9471 4.8965
O -3.7847 -0.5515 5.1537
C -2.4659 -0.2687 5.2098
O -2.0115 0.8342 5.1984
O -1.7300 -1.3969 5.2808
F -5.0065 -2.4160 5.5339
H -2.7261 -2.7242 6.5255
H -2.2758 -3.3850 4.9384
H -4.0438 -2.0996 3.8223
C 6.1890 -2.9914 3.2483
C 4.8859 -2.4468 2.7160
O 4.9430 -1.0826 3.1007
C 6.2713 -0.7341 3.1590
O 6.6605 0.3812 3.1904
O 7.0417 -1.8409 3.1604
F 3.7943 -3.0114 3.3036
H 6.0967 -3.3039 4.2893
H 6.5872 -3.8119 2.6577
H 4.7762 -2.5110 1.6312

---

77
Properties=species:S:1:pos:R:3 method="wB97M-V/def2-TZVPD" homo_energy_ha=-0.4845 lumo_energy_ha=-0.1500 homo_lumo_gap_ha=0.3346 total_charge=+1
C -3.0437 -3.8826 -1.1471
C -1.5307 -3.4189 -1.3521
C -1.5698 -1.9605 -2.0427
O -0.6727 -1.1113 -1.2445
P -0.5649 0.4340 -1.8395
N 1.1484 0.8320 -1.8559
C 1.6739 0.3010 -0.7852
O 1.9420 -0.1010 0.2714
B -1.4814 1.6542 -0.6208
O -2.8948 1.6304 -0.5560
O -0.6495 2.5156 0.0955
C -1.1378 2.8141 1.4402
C 0.1093 2.6169 2.4436
H -3.0813 -5.0239 -1.1775
H -3.4411 -3.4582 -0.1691
H -3.6378 -3.4886 -2.0352
H -1.0069 -4.1629 -2.0230
H -0.9983 -3.3296 -0.3571
H -2.6352 -1.5877 -1.9394
H -1.2621 -2.0341 -3.1505
H -1.0308 0.5427 -3.1817
H -3.2211 2.5434 -0.3899
H -2.0417 2.2238 1.7616
H -1.3578 3.9325 1.4681
H -0.2123 1.9528 3.3107
H 0.9838 2.1121 1.9343
H 0.4683 3.6272 2.8053
C 4.6919 1.6936 -2.8328
C 4.9770 0.2266 -2.8175
O 6.2511 0.1421 -3.4169
C 6.8749 1.3259 -3.1279
O 8.0407 1.5111 -3.2367
O 5.9842 2.2642 -2.6911
F 4.0873 -0.4499 -3.5915
H 4.2551 2.0264 -3.7783
H 4.0342 1.9999 -2.0182
H 5.0082 -0.2135 -1.8165
C 1.3489 -1.7981 -6.9291
C 1.1809 -0.4223 -6.3618
O -0.2170 -0.3332 -6.1474
C -0.6331 -1.6115 -5.9104
O -1.6882 -1.8948 -5.4290
O 0.3048 -2.5214 -6.2822
F 1.5417 0.5234 -7.2580
H 1.1959 -1.8291 -8.0105
H 2.3243 -2.2271 -6.7005
H 1.7089 -0.2567 -5.4180
C 3.3376 6.1742 4.3737
C 3.4305 5.5692 5.7412
O 2.0792 5.5115 6.1577
C 1.3482 5.3795 5.0169
O 0.2071 5.0346 4.9881
O 2.0828 5.6829 3.9109
F 4.1094 6.3771 6.5863
H 3.3136 7.2663 4.3976
H 4.1497 5.8555 3.7204
H 3.8640 4.5657 5.7618
C -1.2300 -8.9878 0.8319
C -2.3339 -8.2945 1.5704
O -2.6840 -7.2349 0.7009
C -2.3996 -7.6823 -0.5558
O -2.8066 -7.1755 -1.5550
O -1.6002 -8.7828 -0.5276
F -1.8869 -7.7686 2.7354
H -0.2524 -8.5344 1.0144
H -1.1733 -10.0503 1.0677
H -3.2109 -8.9188 1.7598
C -3.1978 3.3307 5.3573
C -4.2130 4.0307 4.5070
O -4.4423 3.1075 3.4590
C -4.2147 1.8737 3.9995
O -4.5622 0.8506 3.4995
O -3.5454 1.9601 5.1816
F -3.7049 5.1687 3.9766
H -2.1736 3.4921 5.0099
H -3.2612 3.6202 6.4060
H -5.1546 4.2498 5.0171

---

53
Properties=species:S:1:pos:R:3 method="wB97M-V/def2-TZVPD" homo_energy_ha=-0.2547 lumo_energy_ha=-0.0063 smiles=c1cc(N2CCCC2)ccc1Cc1ccc(N2CCCC2)cc1.B homo_lumo_gap_ha=0.2483 total_charge=0
C 1.7889 -0.5239 6.8528
C 2.9795 -1.1756 6.5705
C 3.8913 -1.4157 7.6347
N 5.0990 -1.9640 7.3639
C 6.0045 -2.3728 8.4057
C 7.1393 -3.1019 7.6737
C 6.9277 -2.8431 6.1686
C 5.5162 -2.2680 6.0192
C 3.6222 -0.9860 8.9664
C 2.4648 -0.2606 9.1951
C 1.5665 -0.0520 8.1503
C 0.3077 0.6843 8.4598
C -0.9898 -0.0542 8.3989
C -2.0639 0.6357 7.8224
C -3.2618 -0.0054 7.5700
C -3.4221 -1.3386 7.9991
N -4.5721 -2.0162 7.7580
C -4.8329 -3.3004 8.3506
C -6.2627 -3.6586 7.9259
C -6.6424 -2.6429 6.8119
C -5.5909 -1.5226 6.8801
C -2.3780 -2.0022 8.6865
C -1.1415 -1.3868 8.8213
H 1.0107 -0.4494 6.0903
H 3.2041 -1.5197 5.5562
H 6.4115 -1.5331 8.9948
H 5.5013 -3.0438 9.1208
H 8.1126 -2.7393 8.0118
H 7.0538 -4.1722 7.8920
H 7.6215 -2.0945 5.7731
H 6.9928 -3.7539 5.5703
H 4.8334 -2.9965 5.5556
H 5.4724 -1.3596 5.3978
H 4.3146 -1.1730 9.7936
H 2.1826 0.0840 10.1924
H 0.3983 1.2100 9.4197
H 0.2403 1.4494 7.7098
H -1.9505 1.6941 7.5859
H -4.0946 0.4829 7.0597
H -4.7430 -3.2686 9.4479
H -4.1398 -4.0817 8.0017
H -6.9165 -3.5328 8.8011
H -6.3161 -4.6974 7.5781
H -6.5937 -3.1041 5.8140
H -7.6378 -2.2104 6.9641
H -5.1558 -1.3009 5.8955
H -6.0301 -0.5807 7.2455
H -2.5351 -3.0290 9.0304
H -0.3403 -1.9795 9.2798
B -0.7059 4.6998 6.7629
H 0.4141 4.5158 6.2834
H -1.7596 4.4147 6.2073
H -0.7855 4.7182 7.9863

---

57
Properties=species:S:1:pos:R:3 method="wB97M-V/def2-TZVPD" homo_energy_ha="-0.2973 / -0.2943" lumo_energy_ha="-0.0902 / -0.0923" homo_lumo_gap_ha="0.2072 / 0.2020" total_charge=0
O 0.9262 -0.6274 -4.7070
C 1.8375 -1.7217 -5.0203
C 2.0887 -1.2248 -6.4634
H 1.3419 -2.7047 -4.9669
H 2.7286 -1.7131 -4.3735
C 1.0726 -0.1099 -6.0673
H 1.7294 -1.8915 -7.2566
H 3.1010 -0.8485 -6.6514
C -0.2194 -0.1894 -6.8605
H -0.6100 -1.2129 -6.8717
H -0.0566 0.1229 -7.9001
H -0.9690 0.4802 -6.4247
C 1.6496 1.2938 -6.0831
H 2.5858 1.3455 -5.5163
H 0.9286 1.9929 -5.6447
H 1.8486 1.6221 -7.1105
Tl -0.8815 0.1095 3.2435
C 0.6568 2.4046 4.4791
C 1.0416 1.0793 4.8712
C 1.7856 0.5053 3.7824
H 0.8448 0.6056 5.8330
C 1.8918 1.4848 2.7540
C 1.1930 2.6524 3.1777
H 1.1098 3.5860 2.6125
H 0.0499 3.0979 5.0588
H 2.2652 -0.4763 3.7883
H 2.4287 1.3674 1.8035
C -3.2817 1.7257 3.8003
C -2.7874 2.6934 2.8762
C -2.7500 2.1058 1.5680
H -2.4934 3.7178 3.1137
C -3.2020 0.7594 1.6772
C -3.5218 0.5112 3.0603
H -3.9710 -0.4034 3.4545
H -3.4450 1.8802 4.8730
H -2.4694 2.6254 0.6410
H -3.3324 0.0562 0.8490
O -0.2247 -0.2489 0.8578
C -0.0856 0.5850 -0.3128
C 0.8783 -0.1269 -1.2661
H 0.2569 1.5761 0.0153
H -1.0794 0.6969 -0.7870
C 0.6941 -1.6215 -0.8947
H 1.9388 0.1530 -1.0777
H 0.6524 0.0788 -2.3222
C 0.3786 -1.5376 0.5968
H 1.6009 -2.2120 -1.0848
H -0.1366 -2.0503 -1.4811
H 1.3335 -1.5659 1.1498
H -0.2810 -2.3137 1.0020
Cl 0.1916 -2.5306 6.8014
C -1.1955 -2.4341 5.7135
Cl -1.8819 -0.7503 5.7191
C -0.7997 -2.9829 4.3082
O -0.5914 -4.1949 4.2802
O -0.7421 -2.1723 3.2965
H -2.0224 -3.0492 6.0865